Record 1
Molecular formula: C4H8Cl2
Method: DFT, ωB97M-V with the def2-TZVPD basis set

Output
Energy above the lowest of the compared OMol25 structures with the same formula, charge and spin = 100.8 kcal per mole
LUMO level (spin up / spin down) = 0.408 / 0.252 eV
E_HOMO (spin up / spin down) = -8.206 / -7.699 eV
Electronic energy = -29318.7421 eV
HOMO-LUMO gap (spin up / spin down) = 8.61 / 7.95 eV

Geometry as ORCA input:
```
! wB97M-V def2-TZVPD RIJCOSX def2/J DEFGRID3
* xyz 0 1
C 0.3221 -0.3057 -1.3854
C 1.5050 0.2998 0.7518
C -2.0513 0.3475 0.7383
C 0.5446 -0.5799 0.0471
Cl -2.6945 1.0039 -0.6612
Cl 0.4908 -2.2110 0.4725
H 1.1316 0.0644 -1.9383
H -0.5411 0.4657 -1.5951
H -0.1737 -1.0963 -1.9186
H 1.5995 1.4307 0.5892
H 2.5719 0.0609 0.6884
H 1.2743 0.1123 1.7947
H -2.1715 -0.6897 0.8177
H -1.8077 1.0973 1.5990
*
```


Record 2
Molecular formula: C4H8Cl2Si
Method: DFT, ωB97M-V with the def2-TZVPD basis set

Output
Energy above the lowest of the compared OMol25 structures with the same formula, charge and spin = 77.4 kcal per mole
LUMO level (spin up / spin down) = 0.835 / -3.024 eV
E_HOMO (spin up / spin down) = -6.067 / -10.209 eV
Electronic energy = -37194.3697 eV
HOMO-LUMO gap (spin up / spin down) = 6.90 / 7.19 eV

Geometry as ORCA input:
```
! wB97M-V def2-TZVPD RIJCOSX def2/J DEFGRID3
* xyz 0 3
C -2.3035 -0.9786 0.4761
C -1.0844 -1.3968 0.2145
C -0.1576 1.6593 -0.5575
C 1.9693 -0.1993 0.5184
Si 0.3251 -0.1566 -0.4900
Cl 2.9347 1.2639 0.0213
Cl 3.0374 -1.6110 0.1943
H -3.1718 -1.7229 0.8478
H -2.5724 0.0789 0.6329
H -0.8376 -2.5552 0.2345
H 0.6128 2.4148 -0.3770
H -0.5617 1.9286 -1.5913
H -0.8901 1.9012 0.1448
H 1.7680 0.0149 1.5556
H 0.9319 -0.6410 -1.8245
*
```